# C32H40AsO4PtS2SbSi

A structure of composition C32H40AsO4PtS2SbSi at a distorted geometry (ωB97M-V/def2-TZVPD, OMol25).

```
82
Properties=species:S:1:pos:R:3:forces:R:3
Pt 0.11213 -0.12649 0.16685 -0.56 0.64 -0.57
S -2.05584 0.26241 0.77859 0.10 -0.14 0.30
C -1.96064 1.24598 2.23930 -0.18 -0.03 -0.06
C -3.04786 2.10698 2.46237 0.05 0.06 0.15
C -3.11423 2.91012 3.58593 -0.01 -0.01 -0.05
C -2.08507 2.88988 4.52109 0.00 -0.01 0.01
C -1.00434 2.04783 4.30739 0.06 -0.03 -0.03
C -0.92438 1.22180 3.18727 -0.03 0.08 0.02
As 0.59299 0.02249 2.90104 0.11 -0.36 0.01
C 0.04088 -1.43966 4.10211 -0.03 0.00 0.01
C -0.95628 -1.34645 5.06786 -0.01 -0.01 0.01
C -1.23529 -2.42071 5.90488 0.01 -0.03 -0.01
C -0.51614 -3.60309 5.78722 -0.02 0.02 -0.02
C 0.46763 -3.71245 4.81388 0.02 -0.01 -0.01
C 0.73412 -2.64193 3.97172 0.00 0.02 0.04
C 1.88694 0.84274 4.11966 0.02 0.32 0.05
C 2.41222 2.06457 3.68792 0.08 -0.05 0.03
C 3.40143 2.70219 4.42053 -0.02 -0.04 -0.01
C 3.89705 2.12134 5.58310 -0.02 -0.01 -0.01
C 3.39320 0.90049 6.00670 0.01 0.02 0.02
C 2.39033 0.26611 5.28022 -0.06 -0.01 0.01
H -3.83647 2.14338 1.71979 0.00 -0.02 0.00
H -3.96538 3.56890 3.72394 0.00 0.00 0.00
H -2.11975 3.52658 5.39735 0.01 0.00 0.00
H -0.18950 2.02833 5.02285 -0.03 0.03 0.03
H -1.51917 -0.42569 5.16868 0.00 -0.01 0.00
H -2.01747 -2.33315 6.65135 0.00 0.00 0.00
H -0.73637 -4.44358 6.43601 0.00 0.01 0.00
H 1.01098 -4.64186 4.69051 0.00 0.01 0.00
H 1.48559 -2.73748 3.19506 0.00 -0.01 0.00
H 2.06194 2.48780 2.75271 0.00 0.02 0.00
H 3.80600 3.64267 4.06595 0.00 0.00 0.00
H 4.68182 2.61247 6.14766 0.00 0.00 0.00
H 3.77821 0.43621 6.90840 0.00 0.00 0.00
H 2.00035 -0.68362 5.62972 0.00 0.01 -0.01
C -2.12718 -2.24724 -1.63273 -0.03 0.10 0.05
Si -0.56050 -2.13463 -0.57183 0.42 -0.21 -0.21
C 0.84387 -2.77932 -1.68123 -0.20 -0.14 0.00
C -0.84407 -3.48638 0.75488 0.01 -0.02 -0.06
C -1.85521 -3.36903 1.71634 0.00 0.04 0.00
C -2.11992 -4.38608 2.62237 0.00 0.00 -0.01
C -1.37258 -5.55756 2.59776 0.03 0.03 -0.03
C -0.35155 -5.69199 1.66776 -0.03 0.02 0.03
C -0.09631 -4.66664 0.76177 -0.01 -0.01 0.01
H -2.31064 -3.27952 -1.94670 0.03 -0.01 0.00
H -2.01108 -1.62355 -2.52414 -0.03 0.02 0.02
H -3.00461 -1.89484 -1.08334 0.02 0.01 -0.03
H 0.58522 -3.71668 -2.18885 0.02 0.01 0.00
H 1.76351 -2.92772 -1.11091 0.01 0.06 -0.01
H 1.05283 -2.01673 -2.43586 0.03 -0.01 0.03
H -2.43025 -2.44851 1.76067 0.00 -0.01 0.00
H -2.89695 -4.25636 3.36711 -0.01 0.01 0.00
H -1.57104 -6.34755 3.31363 0.00 -0.01 0.00
H 0.25153 -6.59384 1.64866 0.00 -0.01 0.00
H 0.70428 -4.79220 0.04069 0.00 0.00 0.01
C 0.47401 0.05127 -5.20885 -0.01 0.00 0.01
C 1.02172 1.24612 -4.43346 -0.01 -0.01 0.15
Sb -0.32957 1.81257 -2.82197 -0.16 0.12 -0.30
C 0.54771 3.74728 -2.42219 -0.01 -0.01 0.11
C 0.77985 4.64810 -3.62855 0.01 -0.04 -0.02
C -1.85462 2.63521 -4.21515 0.16 -0.05 0.12
C -3.03727 1.68146 -4.37287 0.00 0.02 -0.01
H 1.13898 -0.25938 -6.02211 0.01 0.00 0.01
H -0.49987 0.27837 -5.65422 0.02 0.00 -0.01
H 0.33449 -0.81141 -4.55190 0.00 0.01 -0.01
H 1.18534 2.10038 -5.09434 -0.03 0.01 0.01
H 1.96892 1.00238 -3.94827 -0.01 0.00 0.00
H 1.47612 3.53869 -1.88814 -0.01 0.00 -0.03
H -0.12124 4.21665 -1.69557 -0.04 0.01 -0.05
H 1.55387 4.23656 -4.28043 -0.01 0.00 0.00
H 1.11576 5.64586 -3.32442 0.01 -0.01 0.01
H -0.12276 4.77585 -4.23265 0.01 0.02 0.01
H -1.39705 2.87063 -5.18138 0.00 -0.05 0.00
H -2.18123 3.58566 -3.78069 -0.03 -0.02 0.00
H -2.72696 0.72883 -4.81180 0.00 0.02 0.00
H -3.83331 2.08967 -5.00764 0.01 0.00 0.00
H -3.47721 1.44230 -3.40142 0.00 0.01 -0.01
O 3.11554 2.40568 -0.92114 -0.12 -0.08 0.02
S 2.42074 1.41201 -0.11018 0.50 -0.19 -0.01
O 1.16024 1.96075 0.50085 -0.24 0.31 0.24
O 1.85468 0.31875 -1.03904 0.22 -0.48 0.29
O 3.26475 0.81629 0.92320 -0.03 0.12 -0.25
```
Forces are in eV/Å.

For the molar mass, the calculation gives 972.65 g mol⁻¹. Its gap between HOMO and LUMO is 5.719 eV. For the strongest force on any atom, the calculation gives 1.0 eV/Å. The LUMO energy comes out at 4.43 eV. The total charge is -2.